{"formula": "C40H99N6NaO9", "method": "wB97M-V/def2-TZVPD", "elements": ["Na", "C", "C", "O", "H", "H", "H", "H", "H", "C", "C", "C", "O", "C", "N", "H", "H", "H", "H", "H", "H", "H", "H", "H", "H", "H", "C", "C", "C", "O", "C", "N", "H", "H", "H", "H", "H", "H", "H", "H", "H", "H", "H", "C", "C", "C", "O", "C", "N", "H", "H", "H", "H", "H", "H", "H", "H", "H", "H", "H", "C", "C", "C", "O", "C", "N", "H", "H", "H", "H", "H", "H", "H", "H", "H", "H", "H", "C", "C", "C", "C", "C", "C", "N", "O", "C", "C", "C", "H", "H", "H", "H", "H", "H", "H", "H", "H", "H", "H", "H", "H", "H", "H", "H", "H", "H", "H", "C", "C", "C", "C", "C", "C", "N", "O", "C", "C", "C", "H", "H", "H", "H", "H", "H", "H", "H", "H", "H", "H", "H", "H", "H", "H", "H", "H", "H", "H", "C", "C", "O", "H", "H", "H", "H", "H", "H", "C", "C", "O", "H", "H", "H", "H", "H", "H"], "positions_angstrom": [[-21.54569, -11.89239, 13.27683], [-22.35608, -16.02513, 15.67335], [-22.01496, -14.96693, 14.65040], [-22.51375, -13.69867, 14.99039], [-23.43006, -16.24572, 15.70392], [-22.04905, -15.74528, 16.68100], [-21.93273, -16.99796, 15.39185], [-22.36319, -15.28420, 13.65224], [-20.90704, -14.91738, 14.59720], [-21.17348, -15.36927, 9.87648], [-21.10264, -14.32176, 11.00911], [-19.69769, -13.81509, 11.24630], [-19.66215, -13.08521, 12.46622], [-18.45758, -13.22697, 13.16981], [-21.99256, -13.20007, 10.71519], [-20.76064, -14.92175, 8.96528], [-22.19358, -15.68269, 9.65468], [-20.63506, -16.29248, 10.10793], [-21.52429, -14.87333, 11.85398], [-19.38004, -13.24276, 10.36928], [-19.01420, -14.66390, 11.33669], [-17.55190, -12.87663, 12.66553], [-18.29408, -14.30591, 13.31684], [-18.43941, -12.87361, 14.19751], [-22.98273, -13.41751, 10.70237], [-21.78741, -12.87681, 9.77243], [-19.74758, -14.83248, 18.31358], [-19.03652, -13.67111, 17.63857], [-17.94950, -14.09422, 16.66933], [-16.86875, -14.70399, 17.37115], [-16.81960, -16.09921, 17.05377], [-20.08419, -12.91863, 16.91020], [-19.06361, -15.41065, 18.94227], [-20.25073, -15.52144, 17.63262], [-20.50943, -14.48424, 19.01494], [-18.64397, -13.06862, 18.45742], [-17.56100, -13.16998, 16.21187], [-18.19943, -14.71611, 15.80323], [-17.66069, -16.62630, 17.50445], [-15.82677, -16.47698, 17.26888], [-16.97627, -16.07152, 15.97113], [-20.67050, -13.51140, 16.32103], [-19.61888, -12.23168, 16.32517], [-29.70783, -11.91520, 17.77898], [-28.23696, -12.24174, 17.61728], [-28.06704, -13.45163, 16.70358], [-26.71024, -13.74553, 16.52715], [-26.42697, -14.98823, 15.93499], [-27.44091, -11.11666, 17.06868], [-30.24419, -12.74746, 18.23299], [-30.17866, -11.59786, 16.84504], [-29.74510, -11.01313, 18.39831], [-27.77948, -12.49632, 18.57593], [-28.52264, -13.25760, 15.71632], [-28.68411, -14.27784, 17.08765], [-26.39896, -15.80890, 16.66084], [-25.38990, -14.88377, 15.60092], [-27.02493, -15.16240, 15.03602], [-27.51462, -10.35931, 17.75018], [-27.99869, -10.73871, 16.29837], [-25.01108, -14.92996, 12.11197], [-25.35897, -13.44667, 12.13033], [-25.94403, -12.91979, 10.80549], [-25.07955, -13.19761, 9.72230], [-25.66528, -12.72003, 8.53167], [-26.29887, -13.21310, 13.20128], [-24.82179, -15.28532, 13.12554], [-24.16910, -15.14784, 11.45420], [-25.83782, -15.56472, 11.76833], [-24.41923, -12.91737, 12.30462], [-26.15369, -11.86077, 11.00230], [-26.91800, -13.40077, 10.64110], [-26.52989, -13.34550, 8.26977], [-24.99707, -12.76352, 7.67448], [-26.10426, -11.71786, 8.56245], [-27.09540, -13.83459, 13.11156], [-26.69251, -12.28840, 13.31671], [-27.15993, -20.11247, 14.96170], [-26.43768, -20.26069, 13.60839], [-27.40394, -19.99896, 12.45645], [-27.72590, -18.50764, 12.26687], [-26.42411, -17.76297, 12.02968], [-25.43258, -17.87689, 13.18702], [-25.33140, -19.29880, 13.53292], [-24.31012, -19.52959, 14.45942], [-24.09102, -17.43903, 12.59683], [-25.82419, -16.94009, 14.34323], [-25.87885, -21.67093, 13.44268], [-27.82606, -19.25005, 15.01362], [-26.39517, -19.97883, 15.73039], [-27.76059, -20.96929, 15.27366], [-27.03759, -20.35163, 11.48942], [-28.35459, -20.50110, 12.65316], [-28.15919, -18.14255, 13.20126], [-28.40274, -18.36134, 11.42686], [-26.69787, -16.71097, 11.88675], [-25.94229, -18.06890, 11.09756], [-23.34522, -17.29928, 13.38531], [-23.68489, -18.13162, 11.86078], [-24.18062, -16.46408, 12.10778], [-25.40551, -15.95172, 14.15531], [-26.87687, -16.82630, 14.61026], [-25.39465, -17.34460, 15.26620], [-25.31951, -22.02201, 14.31415], [-25.21699, -21.84970, 12.59398], [-26.67399, -22.41452, 13.32608], [-24.60013, -19.20741, 15.33061], [-19.18903, -16.82384, 14.22965], [-19.47906, -18.04745, 13.35368], [-20.20354, -17.43767, 12.14480], [-20.27914, -18.45436, 11.01680], [-18.95313, -19.07194, 10.61441], [-18.14161, -19.64145, 11.78137], [-18.23722, -18.70038, 12.92071], [-17.31467, -18.90984, 13.96534], [-18.71828, -21.03098, 12.10175], [-16.66670, -19.74878, 11.40118], [-20.35552, -18.99043, 14.16492], [-18.49477, -16.12407, 13.75090], [-20.10999, -16.24147, 14.30884], [-18.81960, -17.08964, 15.21908], [-21.24207, -17.27683, 12.44307], [-19.75868, -16.51508, 11.76929], [-20.95550, -19.26017, 11.32611], [-20.70179, -18.08068, 10.07820], [-18.40403, -18.30877, 10.04493], [-19.10342, -19.86614, 9.87797], [-18.35703, -21.28659, 13.10270], [-18.35568, -21.68904, 11.31450], [-19.80038, -21.03679, 12.21713], [-16.06347, -20.14136, 12.21881], [-16.33122, -18.74475, 11.13641], [-16.52459, -20.41478, 10.54910], [-21.09958, -18.44711, 14.75601], [-20.94234, -19.64450, 13.51592], [-19.81161, -19.59236, 14.89305], [-16.70921, -18.16541, 13.87021], [-25.21576, -14.55992, 19.60183], [-24.10825, -14.91988, 18.63465], [-23.89198, -13.86588, 17.72736], [-26.08109, -14.32310, 18.97400], [-24.97877, -13.69550, 20.22139], [-25.56263, -15.37021, 20.24516], [-24.40576, -15.81202, 18.06254], [-23.20507, -15.22457, 19.18388], [-23.14511, -14.10893, 17.15672], [-21.18969, -18.92412, 17.53574], [-20.73186, -18.33499, 18.87487], [-21.36215, -19.11726, 19.89526], [-22.26887, -18.92657, 17.38720], [-20.90178, -19.97875, 17.51157], [-20.68031, -18.42164, 16.71188], [-21.11853, -17.31742, 18.96724], [-19.64189, -18.38578, 18.88825], [-20.68914, -19.42283, 20.50867]], "total_energy_ha": -2751.11107, "lumo_energy_ha": -0.017, "gap_ev": 6.4}

---

{"formula": "Br2H4P2Si", "method": "wB97M-V/def2-TZVPD", "elements": ["Si", "P", "P", "Br", "Br", "H", "H", "H", "H"], "positions_angstrom": [[-1.85791, 0.09575, -0.07938], [0.77014, 2.06353, 2.31961], [-1.57645, -0.53882, -2.23077], [-3.39110, 1.75274, -0.10319], [-2.83452, -1.47943, 1.23157], [1.37140, 0.91094, 2.82713], [1.73148, 2.15527, 1.31214], [-0.46334, -1.31328, -1.94718], [-2.42884, -1.63076, -2.11502]], "total_energy_ha": -6122.59366, "lumo_energy_ha": [-0.073, -0.053], "gap_ev": [7.1, 6.9], "de_lowest_kcal_mol": 55.6}

---

{"formula": "C5H9NO", "method": "wB97M-V/def2-TZVPD", "elements": ["C", "N", "C", "C", "H", "H", "H", "H", "H", "C", "C", "O", "H", "H", "H", "H"], "positions_angstrom": [[1.29206, -1.87232, -0.12349], [0.30292, -2.28120, 0.58009], [0.63950, 0.59056, -0.07958], [1.68071, 1.04750, 0.32343], [0.53576, -2.55162, 1.53631], [-0.88071, -1.31835, 0.51134], [2.33384, -1.93897, 0.18749], [1.11615, -1.72469, -1.18193], [2.63232, 1.32207, 0.68634], [-1.48649, 1.87106, -0.24866], [-0.84876, 0.49230, -0.42278], [-1.51326, -0.44287, 0.34176], [-0.86357, 0.21211, -1.49545], [-0.96670, 2.61621, -0.84917], [-1.44769, 2.16092, 0.79850], [-2.52608, 1.81731, -0.56420]], "total_energy_ha": -325.78370, "smiles": "C#C[C@H](C)O.C=N", "lumo_energy_ha": 0.027, "gap_ev": 10.2, "de_lowest_kcal_mol": 96.5}

---

{"formula": "C5H7N", "method": "wB97M-V/def2-TZVPD", "elements": ["C", "C", "C", "C", "N", "C", "H", "H", "H", "H", "H", "H", "H"], "positions_angstrom": [[-1.74672, 0.16624, -0.01465], [-0.19253, -0.68169, 0.56648], [0.46287, -0.29804, -0.74339], [1.66914, 0.09666, 0.09551], [0.74570, 0.13899, 1.25983], [-0.49125, 0.75766, -0.28062], [-2.10827, -0.62113, -0.66972], [-2.47193, 0.67109, 0.61523], [-0.60694, -1.63586, 0.92083], [0.36052, -0.77834, -1.71930], [2.13728, 1.05777, -0.17336], [2.45158, -0.67101, 0.17428], [-0.20630, 1.78272, -0.05193]], "total_energy_ha": -249.23808, "lumo_energy_ha": 0.032, "gap_ev": 7.9, "de_lowest_kcal_mol": 147.6}